# 1
The following is a DFT calculation (wB97M-V/def2-TZVPD) of a 4-piece molecular cluster, C36H65INO15P3 overall in a non-equilibrium geometry.

Cartesian coordinates (Å):
C: -2.023 -1.251 -0.614
O: -2.016 -0.735 -1.926
C: -1.272 0.468 -2.060
C: 0.109 0.332 -1.484
C: 0.449 0.918 -0.340
C: 1.821 0.717 0.221
O: 2.422 1.610 0.778
C: 2.389 -0.648 -0.005
C: 3.189 -1.325 0.915
C: 3.547 -0.734 2.261
C: 5.051 -0.629 2.556
C: 5.777 -1.901 2.987
I: 4.867 -2.966 4.589
C: 3.617 -2.601 0.556
C: 3.302 -3.190 -0.657
C: 3.779 -4.585 -1.006
C: 4.919 -4.461 -2.020
C: 4.632 -4.536 -3.488
N: 6.111 -4.254 -1.639
C: 2.505 -2.502 -1.571
C: 2.049 -1.252 -1.218
C: 1.150 -0.509 -2.162
O: 1.272 -0.556 -3.366
H: -2.097 -0.478 0.159
H: -1.141 -1.866 -0.392
H: -2.883 -1.906 -0.482
H: -1.228 0.646 -3.133
H: -1.792 1.299 -1.571
H: -0.237 1.525 0.241
H: 3.018 -1.338 3.007
H: 3.140 0.266 2.371
H: 5.547 -0.271 1.647
H: 5.187 0.155 3.302
H: 6.761 -1.610 3.352
H: 5.978 -2.539 2.130
H: 4.209 -3.196 1.241
H: 4.143 -5.106 -0.122
H: 2.937 -5.121 -1.447
H: 4.082 -3.646 -3.807
H: 3.996 -5.386 -3.745
H: 5.570 -4.571 -4.034
H: 6.155 -4.205 -0.620
H: 2.251 -2.940 -2.526
O: -2.772 2.054 -9.386
P: -2.071 1.324 -8.314
O: -0.492 1.333 -8.653
C: 0.191 2.585 -8.769
C: 0.415 3.239 -7.418
O: -2.405 -0.234 -8.674
C: -3.637 -0.588 -9.306
C: -3.385 -1.013 -10.736
O: -2.029 1.114 -6.742
C: -1.743 -0.124 -6.068
C: -0.295 -0.540 -6.151
H: -0.365 3.251 -9.434
H: 1.148 2.371 -9.242
H: -0.534 3.508 -6.948
H: 1.014 4.143 -7.525
H: 0.927 2.555 -6.740
H: -4.349 0.237 -9.268
H: -4.064 -1.418 -8.737
H: -2.864 -0.229 -11.285
H: -4.323 -1.236 -11.247
H: -2.752 -1.901 -10.761
H: -2.409 -0.917 -6.400
H: -2.004 0.060 -5.026
H: -0.039 -0.880 -7.154
H: -0.108 -1.360 -5.459
H: 0.369 0.285 -5.897
O: -5.078 -1.733 1.136
P: -6.118 -1.954 2.158
O: -7.451 -1.172 1.695
C: -8.069 -1.518 0.450
C: -8.801 -2.845 0.526
O: -5.650 -0.941 3.352
C: -4.266 -0.655 3.562
C: -3.961 0.769 3.149
O: -6.737 -3.056 3.116
C: -7.224 -2.827 4.448
C: -8.529 -2.067 4.492
H: -7.319 -1.534 -0.344
H: -8.772 -0.717 0.223
H: -8.105 -3.669 0.703
H: -9.335 -3.040 -0.404
H: -9.515 -2.845 1.349
H: -3.633 -1.358 3.021
H: -4.068 -0.785 4.629
H: -4.253 0.941 2.113
H: -2.896 0.985 3.255
H: -4.524 1.473 3.764
H: -6.465 -2.358 5.069
H: -7.378 -3.823 4.863
H: -8.390 -1.020 4.226
H: -8.938 -2.108 5.502
H: -9.254 -2.495 3.801
O: 5.140 2.373 4.635
P: 4.237 2.996 5.622
O: 3.289 4.046 4.847
C: 2.448 3.561 3.793
C: 1.268 2.773 4.331
O: 5.224 4.046 6.387
C: 6.616 3.761 6.540
C: 7.434 4.677 5.656
O: 3.337 2.675 6.892
C: 3.154 3.541 8.022
C: 2.295 4.748 7.726
H: 3.034 2.953 3.100
H: 2.092 4.432 3.245
H: 1.599 1.864 4.840
H: 0.598 2.488 3.518
H: 0.708 3.362 5.058
H: 6.830 2.716 6.316
H: 6.867 3.932 7.590
H: 7.119 4.592 4.616
H: 8.496 4.437 5.722
H: 7.291 5.717 5.952
H: 4.107 3.825 8.460
H: 2.654 2.923 8.769
H: 2.820 5.468 7.099
H: 2.031 5.244 8.661
H: 1.380 4.459 7.210

Computed properties:
Kohn-Sham gap = 8.473 eV
Total charge = 0
DFT total energy = -106560.45265 eV
Multiplicity = 1
Lowest unoccupied orbital energy = -0.9 eV

=====

# 2
The following is a DFT calculation (wB97M-V/def2-TZVPD) of C36H66AsF6N12 as an isolated structure in a non-equilibrium geometry.

Cartesian coordinates (Å):
C: -7.757 0.107 3.188
C: -9.234 0.367 2.977
N: -9.481 1.725 2.312
C: -8.940 2.230 1.161
C: -9.538 3.460 0.927
N: -10.397 3.632 1.943
C: -10.362 2.621 2.744
C: -11.225 4.833 2.230
H: -7.639 -0.758 3.902
H: -7.306 0.968 3.621
H: -7.213 -0.099 2.230
H: -9.814 0.523 3.904
H: -9.681 -0.373 2.315
H: -8.189 1.663 0.587
H: -9.344 4.211 0.190
H: -10.887 2.556 3.662
H: -11.998 4.838 1.447
H: -10.587 5.738 2.133
H: -11.659 4.713 3.210
C: -1.024 0.047 10.322
C: -0.693 -0.808 9.141
N: -0.460 -2.221 9.460
C: 0.607 -2.651 10.219
C: 0.458 -4.010 10.317
N: -0.654 -4.356 9.695
C: -1.252 -3.247 9.227
C: -1.306 -5.667 9.618
H: -1.392 0.994 9.892
H: -0.133 0.289 10.880
H: -1.814 -0.278 11.112
H: 0.079 -0.384 8.493
H: -1.676 -0.876 8.600
H: 1.462 -2.050 10.572
H: 1.125 -4.733 10.806
H: -2.215 -3.281 8.793
H: -0.776 -6.422 8.971
H: -2.313 -5.511 9.236
H: -1.405 -6.145 10.630
C: -4.587 -4.726 -4.111
C: -4.489 -3.232 -3.997
N: -3.488 -2.701 -4.997
C: -3.846 -2.383 -6.255
C: -2.762 -1.791 -6.833
N: -1.744 -1.748 -5.875
C: -2.211 -2.302 -4.788
C: -0.422 -1.063 -6.020
H: -3.576 -5.176 -4.041
H: -4.932 -5.008 -5.096
H: -5.239 -5.058 -3.280
H: -4.188 -2.935 -2.991
H: -5.401 -2.663 -4.212
H: -4.829 -2.589 -6.682
H: -2.678 -1.479 -7.849
H: -1.608 -2.314 -3.917
H: -0.603 -0.011 -6.086
H: -0.095 -1.395 -7.004
H: 0.243 -1.394 -5.204
C: -1.762 4.717 -5.392
C: -0.289 4.539 -4.786
N: 0.796 5.177 -5.674
C: 2.091 4.697 -5.611
C: 2.826 5.521 -6.345
N: 1.951 6.452 -6.836
C: 0.738 6.229 -6.454
C: 2.279 7.505 -7.820
H: -1.904 4.098 -6.313
H: -2.012 5.757 -5.548
H: -2.327 4.297 -4.573
H: 0.020 3.500 -4.794
H: -0.166 4.934 -3.785
H: 2.417 3.769 -5.073
H: 3.851 5.477 -6.656
H: -0.097 6.789 -6.775
H: 1.301 7.994 -8.145
H: 2.683 6.969 -8.659
H: 2.957 8.223 -7.411
C: 8.258 3.102 0.178
C: 6.989 2.640 0.876
N: 6.112 3.787 1.174
C: 4.734 3.843 1.006
C: 4.365 5.137 1.323
N: 5.505 5.757 1.681
C: 6.539 4.985 1.541
C: 5.612 7.213 2.057
H: 8.741 2.167 -0.114
H: 9.068 3.440 0.856
H: 8.129 3.880 -0.561
H: 7.125 1.993 1.713
H: 6.395 2.107 0.127
H: 4.125 3.062 0.538
H: 3.375 5.574 1.294
H: 7.537 5.121 1.896
H: 6.676 7.547 2.004
H: 5.283 7.384 3.079
H: 5.067 7.818 1.418
C: 7.421 -5.480 -2.414
C: 7.592 -6.294 -1.110
N: 6.411 -7.259 -0.843
C: 6.359 -8.454 -1.529
C: 5.175 -9.058 -1.188
N: 4.549 -8.187 -0.398
C: 5.258 -7.076 -0.235
C: 3.168 -8.435 0.152
H: 7.329 -6.098 -3.337
H: 8.236 -4.759 -2.488
H: 6.473 -4.899 -2.299
H: 7.565 -5.698 -0.276
H: 8.374 -7.039 -1.210
H: 7.174 -8.782 -2.147
H: 4.681 -9.983 -1.463
H: 4.977 -6.217 0.306
H: 2.493 -8.533 -0.723
H: 2.892 -7.588 0.749
H: 3.227 -9.347 0.702
As: 1.001 0.620 -2.458
F: 2.185 1.792 -2.664
F: -0.175 1.623 -3.238
F: -0.383 -0.474 -2.233
F: 2.134 -0.468 -1.683
F: 0.540 1.311 -0.886
F: 1.440 -0.101 -3.951

Computed properties:
Kohn-Sham gap = 10.841 eV
Energy above the lowest of the compared OMol25 structures with the same formula, charge and spin = 0.0 kJ/mol
Total charge = +5
DFT total energy = -133388.82249 eV
Multiplicity = 1
Lowest unoccupied orbital energy = -6.9 eV